(1)
Density functional theory data (ωB97M-V/def2-TZVPD) for C8H10AuO5 as an isolated structure at a distorted geometry.

Each line ends with the Mulliken charge.
Cartesian coordinates (Å):
C: 0.14237 -0.48655 -4.37897  -0.204
Au: -0.09023 0.35441 -0.16030  1.232
C: -2.09267 0.31840 -0.56579  0.197
C: -0.02807 -1.70122 -0.29302  0.270
C: -0.21210 -0.64651 4.25260  -1.223
H: 0.33579 -1.58476 4.36548  0.348
H: -0.82967 0.61901 2.59819  0.286
H: 1.43591 0.14968 2.53217  0.341
H: -0.78515 -1.07073 -4.35627  0.357
H: 0.43896 0.14150 4.66082  0.362
C: 0.14926 0.84976 -4.47737  -0.209
C: 2.12123 0.38828 -0.49873  0.156
O: 0.01795 -2.85026 -0.31758  -0.093
C: -0.43981 -0.39949 2.77714  -0.164
H: 1.06333 -1.07428 -4.31196  0.353
O: 3.26007 0.28213 -0.41566  -0.033
C: -0.09564 2.41736 -0.35224  0.338
H: -1.10923 -1.13025 2.29556  0.320
H: 1.09540 1.40483 -4.44192  0.350
O: -3.24022 0.27127 -0.69946  -0.085
H: -0.78877 1.41997 -4.48340  0.350
O: -0.03520 3.54990 -0.61922  -0.088
H: -1.17295 -0.71462 4.78281  0.373
O: 0.85942 -0.50783 2.10709  -0.534

Calculated values
Lowest unoccupied orbital energy (alpha / beta), eV: -12.97 / -16.42
Frontier orbital gap (alpha / beta), eV: 7.9 / 4.4
Energy above the lowest of the compared OMol25 structures with the same formula, charge and spin, kJ/mol: 22.1
F_max, eV/Å: 7.640
2S+1: 3
Calculated total energy, eV: -22348.6203
Total charge: +3

***

(2)
Density functional theory data (ωB97M-V/def2-TZVPD) for C4H3NO as an isolated structure at a distorted geometry.

Each line ends with the Mulliken charge.
Cartesian coordinates (Å):
H: 0.48762 -0.48608 0.77497  0.283
C: -2.22625 -1.52262 0.89626  0.701
C: -1.75351 -1.78695 2.04793  -0.635
N: -2.22942 -0.91858 -0.99324  -0.434
C: -1.35403 -0.64759 -0.10885  0.482
H: 0.42159 -0.39145 -0.93227  0.314
H: 0.01321 1.11206 -0.16233  0.283
C: -0.02029 0.00782 -0.07782  -0.814
O: -3.05976 -1.74160 -0.22524  -0.180

Calculated values
Lowest unoccupied orbital energy, eV: -1.59
Frontier orbital gap, eV: 9.2
Energy above the lowest of the compared OMol25 structures with the same formula, charge and spin, kJ/mol: 613.7
F_max, eV/Å: 3.125
Calculated total energy, eV: -7726.3832

***

(3)
Density functional theory data (ωB97M-V/def2-TZVPD) for C5H10O4Rb as an isolated structure at a distorted geometry.

Each line ends with the Mulliken charge.
Cartesian coordinates (Å):
H: -2.48771 -1.52953 -1.11318  0.318
H: 2.95770 -0.70129 1.63866  0.235
H: -1.07396 -1.30656 -0.04647  0.302
H: -0.64770 -1.47131 -2.57274  0.317
H: 2.57378 1.01542 1.87082  0.241
O: -2.24630 0.37640 -0.33349  -0.291
H: 4.25121 0.43136 2.04060  0.281
C: -3.00320 0.31370 0.77043  0.677
O: 0.44090 0.10443 -1.64770  -0.468
O: -3.28566 -0.79554 1.28808  -0.763
Rb: -5.57254 0.62150 4.41201  0.958
H: 4.03730 -0.19699 -0.59881  0.304
C: 3.56055 0.57561 0.00946  -0.713
H: 0.85344 0.45207 -2.44211  0.269
H: -1.39229 0.13709 -2.72802  0.292
C: 3.32252 0.32653 1.45625  -0.653
O: -3.39900 1.41056 1.23921  -0.744
C: -1.68373 -0.83424 -0.83176  -0.427
H: 3.63728 1.59676 -0.37021  0.312
C: -0.84259 -0.52595 -2.04105  -0.445

Calculated values
Lowest unoccupied orbital energy, eV: -1.45
Frontier orbital gap, eV: 5.4
F_max, eV/Å: 3.082
2S+1: 2
Calculated total energy, eV: -14189.6993

***

(4)
Density functional theory data (ωB97M-V/def2-TZVPD) for C26H56AsHfNO7Si3 as an isolated structure at a distorted geometry.

Each line ends with the Mulliken charge.
Cartesian coordinates (Å):
C: 2.07627 -0.24888 3.49657  -0.703
H: -2.05416 -2.82050 1.32187  0.195
H: 2.78329 -9.04790 -0.38714  0.425
C: -1.95840 5.12197 -0.43999  -1.159
H: 1.89715 -2.87063 3.58312  0.682
H: -3.05472 2.44725 1.34983  -0.117
C: -1.93670 -0.55255 3.62379  -0.765
C: 2.46139 -8.02226 -0.26500  -0.190
C: -2.69699 3.33998 -3.35448  -1.149
O: -2.32444 -0.07993 1.26398  0.081
H: -0.03535 -1.90132 4.70046  0.454
H: -0.91429 -1.40327 -1.85620  -0.075
C: -3.98477 1.31197 -1.62100  -1.138
O: -0.86225 -1.19654 2.93694  -0.053
H: 3.58972 -0.14134 1.63537  0.293
O: 1.64691 -0.89547 -0.24606  0.056
H: -1.85559 3.75971 -3.89493  0.266
H: -3.88117 -1.25260 0.47674  0.850
H: 0.47581 -8.51006 0.42050  0.408
H: 1.63028 4.79856 -3.55567  0.426
H: 2.21848 2.18177 -4.38281  0.504
H: 1.30285 -0.90727 -2.29240  0.258
C: 2.88521 -5.67192 -0.38670  0.022
H: 1.10256 0.91831 -3.91593  0.302
Hf: 0.03590 -0.10443 0.93451  0.482
H: -3.41925 0.78652 2.78089  0.553
H: -1.55192 0.32007 4.15342  0.276
H: 1.03757 -3.04621 2.04210  -0.200
H: -2.47593 -0.53942 -3.51430  0.409
Si: -2.40044 1.72602 -2.51401  0.697
H: -2.38248 -1.22993 4.35172  0.499
Si: -1.11888 3.75966 0.48904  0.280
C: 0.43328 4.36672 1.31344  -0.860
C: -2.82631 -1.04824 0.30328  0.076
H: -3.03970 4.96674 -0.47586  0.393
H: -0.76235 -3.14407 3.67250  0.524
C: -1.91951 0.38128 -3.71324  -1.237
C: 3.31796 -6.97040 -0.54874  -0.821
H: -1.59833 5.27757 -1.45411  0.326
H: -0.18111 -6.10353 0.66809  0.427
C: 0.70095 4.31455 -3.23180  -1.385
C: 1.86937 1.59114 -3.52848  -1.301
H: 1.50379 -0.33727 4.41979  0.455
H: 3.49536 -4.80261 -0.57504  0.419
H: -1.77978 6.04599 0.11961  0.404
As: -0.54438 1.87139 -0.93277  0.775
H: 3.69248 -0.78614 -0.63085  0.578
H: -3.48389 3.12438 -4.08804  0.410
H: 3.58648 3.08413 -1.53197  0.546
H: 0.97430 1.59951 3.20727  0.121
H: -4.02871 1.68717 -0.59646  0.096
C: -2.02421 -2.33119 0.35286  -1.012
H: 3.85222 1.38161 0.76928  0.822
H: -0.32738 -3.07891 -1.63698  0.613
H: -2.17930 0.69526 -4.72923  0.458
H: 1.14428 3.57679 1.55829  -0.031
C: 1.93368 1.16498 2.93829  -0.588
C: 3.15711 0.56091 0.92975  -1.063
C: 1.18259 -7.72739 0.18114  -0.862
H: -4.78409 1.81410 -2.17496  0.547
C: -0.17073 -2.22805 3.66937  -1.129
C: -0.24408 -2.04965 -1.29733  -0.385
H: -0.85466 0.14757 -3.71196  0.222
H: -4.22755 0.24950 -1.62556  0.497
C: 1.13964 -2.42904 2.93634  -0.149
Si: 1.25866 2.83571 -2.28067  0.794
H: -3.75004 -0.92579 2.50110  0.521
H: -2.37484 -3.02824 -0.40735  0.791
N: 1.63660 -5.40242 0.04031  -0.012
O: 1.56967 -1.12734 2.47423  -0.242
H: 0.14309 4.86613 2.24377  0.456
H: -2.76411 3.91842 2.28527  0.597
H: 0.13391 5.05116 -2.66689  0.303
C: 0.79403 -6.41322 0.32640  0.056
O: 1.91469 1.09137 1.48552  -0.571
H: 3.10827 -0.52233 3.71142  0.367
H: 1.85996 -2.45575 -1.57527  0.417
C: 2.61257 3.34983 -1.10689  -0.783
H: 0.95117 5.10693 0.69899  0.370
H: 2.72459 0.99908 -3.20024  0.448
C: -2.27531 3.07693 1.78227  -0.542
C: 1.21581 -1.59201 -1.45323  -0.478
H: 2.71720 0.59385 -1.18361  -1.026
H: 2.52813 2.92364 -0.11109  -0.271
H: 2.60032 4.43654 -0.99439  0.507
H: -3.09463 4.08978 -2.67075  0.306
C: -2.96489 -0.17619 2.56563  -0.840
O: 1.23772 -4.14726 0.18429  -0.362
H: 0.15638 4.04669 -4.13486  0.396
C: 2.86695 -0.12041 -0.38363  0.479
O: -0.63082 -2.00731 0.10551  0.491
H: -1.73708 2.51053 2.55287  0.136
H: -2.72097 -0.57292 -0.66655  -1.163
H: 4.32729 -7.14454 -0.89475  0.415
H: 2.71260 1.84503 3.28242  0.683

Calculated values
Lowest unoccupied orbital energy (alpha / beta), eV: -7.83 / -7.80
Frontier orbital gap (alpha / beta), eV: 6.7 / 7.6
F_max, eV/Å: 1.252
2S+1: 2
Calculated total energy, eV: -129448.1617
Total charge: +3